{
  "formula": "C5H11NO",
  "method": "wB97M-V/def2-TZVPD",
  "elements": ["C", "C", "C", "C", "C", "N", "O", "H", "H", "H", "H", "H", "H", "H", "H", "H", "H", "H"],
  "xyz": [[0.473785, 1.291010, -0.647769], [1.213043, 1.660519, 0.570551], [-2.286088, -0.242523, 1.074088], [0.913098, -1.326149, -0.191403], [0.448237, -0.138707, -0.994806], [-0.166675, 2.149331, -1.344886], [-0.234482, -0.330732, -2.181833], [2.176697, 1.143333, 0.746104], [0.489064, 1.401581, 1.379907], [1.481823, 2.713201, 0.582464], [-1.501542, 0.111006, 1.816562], [-2.202848, -1.268943, 0.613426], [-2.586814, 0.573992, 0.401270], [0.076218, -1.855865, 0.314828], [1.460718, -2.011906, -0.867098], [1.519113, -0.874031, 0.645427], [-0.502509, 1.760220, -2.245388], [-0.061879, -1.276691, -2.319247]],
  "forces_ev_per_angstrom": [[0.2754, -2.2383, -0.9786], [0.0297, 0.0973, 1.4762], [1.6360, 0.1982, -0.4192], [-0.0522, 1.2374, 0.4093], [-0.6612, 1.6282, -0.2281], [0.1951, 0.8177, -0.9283], [0.9028, -1.6186, 0.9530], [-0.7017, -0.1373, -0.2640], [0.9056, 0.4697, 0.0490], [-0.4821, 0.1450, 0.0482], [-1.2186, -0.8928, -0.7851], [-0.2190, 1.2661, 0.8416], [-0.2037, -0.5510, 0.3418], [0.3712, 0.1658, -0.5161], [0.0508, 0.1342, 0.7082], [-0.1918, -1.0054, -0.9992], [-0.0617, 0.0411, 1.0039], [-0.5748, 0.2428, -0.7127]],
  "orbital_gap_ev": [9.4, 7.3],
  "lumo_energy_ev": [0.11, -0.08],
  "relative_energy_kcal_mol": 112.7
}